{
  "formula": "C11H29BrNO4P2",
  "method": "ωB97M-V/def2-TZVPD",
  "gap_ev": 8.01,
  "energy_ev": -110170.261,
  "charge": 1,
  "symbols": ["C", "C", "P", "C", "N", "C", "C", "C", "O", "C", "P", "O", "Br", "H", "H", "H", "H", "H", "H", "H", "H", "H", "H", "H", "H", "H", "H", "H", "H", "H", "H", "H", "C", "O", "C", "C", "O", "C", "H", "H", "H", "H", "H", "H", "H", "H", "H", "H"],
  "coordinates": [[5.84009, 1.14239, -1.88072], [4.55570, 1.23677, -2.73203], [3.29543, -0.11028, -2.71799], [4.14935, -1.55136, -2.00805], [2.26615, 0.41086, -1.25202], [1.06464, -0.50062, -1.13659], [-0.14130, 0.20179, -0.50712], [-1.48960, -0.32285, -1.02400], [-1.97585, 0.38560, -2.13362], [-1.19447, 0.28771, -3.29387], [3.30728, 0.73066, 0.26593], [2.62016, 2.11390, 0.76499], [2.46882, -0.63791, 1.79489], [6.71839, 1.36422, -2.48623], [5.82649, 1.87690, -1.07524], [5.98650, 0.17003, -1.41969], [3.99121, 2.13585, -2.44841], [4.79099, 1.38585, -3.78675], [5.00129, -1.72261, -2.67259], [4.54672, -1.38173, -1.00534], [3.49847, -2.42232, -2.02829], [1.87587, 1.30795, -1.54901], [0.83873, -0.82020, -2.15816], [1.35819, -1.39064, -0.58016], [-0.10955, 0.09773, 0.57921], [-0.12712, 1.28079, -0.71107], [-2.22955, -0.19055, -0.23253], [-1.43262, -1.39913, -1.24136], [-0.22858, 0.80941, -3.19944], [-1.74336, 0.76058, -4.10348], [-0.99458, -0.75653, -3.56918], [2.12980, 2.62180, 0.11458], [-2.09621, -0.72035, 2.97860], [-3.03417, -0.36047, 1.98242], [-4.14525, -1.24652, 1.89593], [-5.35315, -0.72529, 2.64281], [-5.11448, -0.63243, 4.03425], [-4.83127, 0.68124, 4.48349], [-1.45125, 0.14218, 3.14929], [-2.58289, -0.98263, 3.91931], [-1.47928, -1.56637, 2.64918], [-3.86874, -2.23438, 2.27686], [-4.40024, -1.34976, 0.83702], [-6.17890, -1.42688, 2.49486], [-5.65806, 0.24477, 2.23741], [-5.74454, 1.28330, 4.51944], [-4.09990, 1.17930, 3.84231], [-4.42534, 0.60025, 5.49014]]
}


{
  "formula": "C11H29Cl6O12P3",
  "method": "ωB97M-V/def2-TZVPD",
  "de_lowest_kj_mol": 37.3,
  "gap_ev": 10.93,
  "energy_ev": -139452.731,
  "charge": 0,
  "symbols": ["C", "O", "P", "O", "O", "C", "O", "C", "H", "H", "H", "H", "H", "H", "H", "H", "H", "C", "O", "P", "O", "O", "C", "O", "C", "H", "H", "H", "H", "H", "H", "H", "H", "H", "C", "O", "P", "O", "O", "C", "O", "C", "H", "H", "H", "H", "H", "H", "H", "H", "H", "Cl", "C", "Cl", "Cl", "H", "Cl", "C", "Cl", "Cl", "H"],
  "coordinates": [[0.40447, -1.26799, 10.06581], [0.26516, -0.37300, 8.94254], [-0.48022, -0.81935, 7.61826], [0.06997, -1.94706, 6.94800], [-0.51111, 0.59407, 6.74687], [-0.93808, 0.50681, 5.34421], [-2.06625, -0.99471, 8.08358], [-2.70678, 0.09437, 8.67980], [1.40847, -1.43260, 10.45697], [0.00914, -2.26457, 9.86927], [-0.25472, -0.90000, 10.85202], [-0.33543, 1.22268, 4.78523], [-1.98158, 0.82158, 5.33316], [-0.94488, -0.48974, 4.90273], [-2.11270, 0.95019, 9.00034], [-3.28042, -0.24433, 9.54255], [-3.41166, 0.44224, 7.92467], [-1.35449, -6.13756, -4.52951], [-0.95646, -4.80142, -4.32060], [-1.30414, -3.57898, -5.33124], [-1.18103, -3.90220, -6.77996], [-0.55704, -2.19801, -4.80396], [-0.59646, -1.84598, -3.41155], [-2.79890, -3.16393, -4.88198], [-3.42445, -2.04048, -5.59544], [-2.43485, -6.25808, -4.60952], [-1.05087, -6.72155, -3.66069], [-1.06558, -6.73291, -5.39565], [-1.64648, -1.76378, -3.13081], [-0.15490, -0.86028, -3.26490], [-0.10343, -2.64817, -2.86245], [-4.45475, -2.33037, -5.80172], [-3.02559, -1.60829, -6.51316], [-3.34907, -1.25273, -4.84586], [3.61226, 3.93988, -1.85459], [3.58626, 3.04381, -3.00493], [3.15887, 1.51420, -2.83718], [3.63542, 1.02866, -1.50973], [3.66081, 0.78913, -4.19288], [3.82918, -0.61926, -4.15228], [1.56878, 1.52332, -3.03245], [1.01349, 2.14555, -4.16557], [3.05204, 4.83301, -2.13132], [4.61137, 4.28631, -1.59028], [3.02903, 3.52911, -1.03045], [4.79291, -1.06886, -4.39141], [3.36170, -0.89858, -5.09649], [3.39976, -1.01396, -3.23145], [1.82297, 2.66360, -4.67981], [0.22498, 2.84346, -3.88401], [0.45211, 1.43055, -4.76701], [-0.95958, 7.24596, 0.93104], [-0.95967, 5.89210, -0.28147], [-0.82598, 6.26160, -1.98364], [-2.25993, 4.71554, -0.06776], [-0.05932, 5.29800, -0.12487], [-0.28329, 0.81387, 1.93208], [0.56525, 0.90134, 0.38400], [0.29999, 2.47435, -0.39474], [0.35752, -0.48688, -0.77188], [1.63813, 0.86032, 0.57206]]
}


{
  "formula": "C11H29N3S2Ti",
  "method": "ωB97M-V/def2-TZVPD",
  "gap_ev": [7.29, 9.29],
  "multiplicity": 3,
  "energy_ev": -61118.995,
  "charge": 2,
  "symbols": ["Ti", "S", "S", "C", "C", "C", "N", "C", "C", "H", "H", "H", "H", "H", "H", "H", "H", "C", "H", "H", "H", "H", "H", "H", "H", "C", "C", "H", "H", "H", "H", "N", "C", "C", "C", "N", "H", "H", "H", "H", "H", "H", "H", "H", "H", "H"],
  "coordinates": [[0.00000, 0.00000, 0.00000], [1.78340, -1.66603, 0.44358], [-1.27613, 1.64262, 1.29637], [2.28582, -1.80660, 2.19436], [3.06430, -0.51763, -0.20550], [2.92366, 0.90079, 0.30016], [1.61959, 1.49969, -0.06080], [1.28190, 2.68180, 0.76222], [-0.19310, 3.01272, 0.71629], [2.96475, -0.56912, -1.28819], [4.04574, -0.91396, 0.04683], [3.75418, 1.50418, -0.07564], [2.99752, 0.91044, 1.38477], [1.85959, 3.55752, 0.45482], [1.57365, 2.46040, 1.78563], [-0.52702, 3.22284, -0.29813], [-0.40219, 3.89691, 1.31520], [-0.90813, 1.63188, 3.08756], [1.66959, 1.79665, -1.03066], [0.13890, 1.42835, 3.28426], [-1.51056, 0.83896, 3.51823], [-1.20148, 2.58029, 3.52716], [1.57608, -2.48046, 2.66278], [2.25365, -0.84946, 2.70358], [3.28011, -2.23820, 2.25786], [0.38788, 1.59026, -5.44187], [-0.56996, 0.67698, -5.41872], [1.42345, 1.32786, -5.61725], [0.17921, 2.64114, -5.28660], [-0.36127, -0.37392, -5.57389], [-1.60553, 0.93938, -5.24334], [-0.99351, -1.20492, 1.37063], [-1.42915, -2.35236, 0.57053], [-2.51887, -2.00511, -0.47249], [-2.33134, -0.71040, -1.30057], [-0.95732, -0.48834, -1.73675], [-1.85381, -0.80643, 1.80716], [-0.37364, -1.52379, 2.14275], [-0.56003, -2.75102, 0.01736], [-1.80097, -3.17195, 1.22432], [-2.57619, -2.87600, -1.16160], [-3.50604, -1.91925, 0.03133], [-3.02735, -0.72989, -2.16770], [-2.61612, 0.15501, -0.66959], [-0.92300, 0.33386, -2.38146], [-0.56662, -1.33768, -2.20496]]
}


{
  "formula": "C11H30IO7S5",
  "method": "ωB97M-V/def2-TZVPD",
  "gap_ev": 7.27,
  "energy_ev": -88500.655,
  "charge": -1,
  "symbols": ["O", "S", "O", "O", "C", "C", "C", "I", "H", "H", "H", "H", "H", "H", "C", "S", "O", "C", "H", "H", "H", "H", "H", "H", "C", "S", "O", "C", "H", "H", "H", "H", "H", "H", "C", "S", "O", "C", "H", "H", "H", "H", "H", "H", "C", "S", "O", "C", "H", "H", "H", "H", "H", "H"],
  "coordinates": [[1.32754, 0.17816, 1.96294], [0.56012, 1.28620, 1.27225], [1.34041, 2.57081, 1.51340], [0.52028, 1.06283, -0.32996], [-1.10651, 1.58061, 1.99522], [-2.19521, 0.47876, 1.62922], [-3.25131, 1.14002, 0.60442], [-4.51231, 2.62915, 1.63704], [-1.44634, 2.60422, 1.64192], [-0.99368, 1.62954, 3.11585], [-2.77743, 0.25222, 2.56969], [-1.78561, -0.43409, 1.10905], [-3.99088, 0.34216, 0.26831], [-2.67744, 1.58530, -0.25645], [4.84588, 0.63293, -2.84532], [3.68734, -0.65785, -3.34468], [3.24150, -0.34396, -4.73807], [2.36266, -0.17273, -2.22286], [5.74749, 0.53953, -3.45159], [4.39995, 1.61549, -3.00651], [5.10258, 0.50431, -1.79285], [2.06215, 0.85798, -2.41083], [2.70324, -0.28059, -1.19219], [1.51226, -0.83257, -2.39245], [1.43443, -6.03692, -1.75227], [1.49361, -5.05858, -0.23599], [0.10104, -4.60102, 0.05337], [2.38386, -3.65922, -0.93932], [0.88041, -6.95342, -1.54855], [0.92902, -5.47452, -2.53917], [2.44954, -6.28928, -2.06242], [1.82243, -3.23902, -1.77528], [3.36983, -3.98575, -1.27446], [2.49889, -2.90133, -0.16346], [0.16777, -4.02782, 3.14682], [1.93688, -3.67905, 3.12573], [2.64892, -4.94759, 3.47573], [1.94271, -2.63384, 4.59537], [-0.05909, -4.70336, 2.32340], [-0.10634, -4.50024, 4.09258], [-0.38722, -3.09792, 3.01441], [1.55775, -3.19223, 5.45081], [1.32999, -1.74891, 4.41477], [2.96943, -2.32703, 4.79486], [-3.29418, 7.11587, -1.37774], [-4.96035, 6.62566, -0.88613], [-4.82714, 5.47610, 0.05495], [-5.44074, 5.95522, -2.49162], [-2.78753, 7.53133, -0.50686], [-2.74146, 6.24704, -1.73858], [-3.35338, 7.87584, -2.15867], [-4.75436, 5.15856, -2.78329], [-5.43184, 6.75192, -3.23755], [-6.44953, 5.55109, -2.40697]]
}


{
  "formula": "C11H31FN4O7S2Si2",
  "method": "ωB97M-V/def2-TZVPD",
  "gap_ev": 9.06,
  "energy_ev": -72350.629,
  "charge": 0,
  "symbols": ["C", "C", "S", "C", "Si", "O", "Si", "S", "O", "O", "F", "H", "H", "H", "H", "H", "H", "H", "H", "H", "H", "H", "O", "C", "N", "C", "H", "H", "H", "H", "H", "O", "C", "N", "C", "H", "H", "H", "H", "H", "O", "C", "N", "C", "H", "H", "H", "H", "H", "O", "C", "N", "C", "H", "H", "H", "H", "H"],
  "coordinates": [[2.22680, -1.11706, -2.22737], [1.99808, 0.35139, -1.88742], [1.28601, 1.33226, -3.24943], [-0.33950, 1.79503, -2.56578], [-1.38543, 0.28685, -2.41063], [-2.90861, 0.54913, -1.90297], [-3.94601, -0.58099, -1.26199], [-1.63782, -0.76856, -4.38876], [-0.96557, -2.03218, -4.36857], [-2.99234, -0.63556, -4.82973], [-0.78855, 0.11909, -5.40741], [2.42273, -1.69457, -1.31916], [1.35190, -1.54835, -2.72022], [3.07703, -1.24011, -2.90236], [1.32745, 0.45081, -1.03025], [2.93793, 0.83255, -1.61462], [-0.76939, 2.58735, -3.18048], [-0.20658, 2.23671, -1.57216], [-0.74334, -0.74627, -1.57573], [-3.53526, -1.91354, -1.75780], [-5.32613, -0.28377, -1.67115], [-3.77880, -0.53139, 0.20646], [0.49653, -3.60944, 1.70084], [0.79327, -4.74729, 2.03164], [1.56333, -4.99388, 3.11964], [0.29764, -5.94635, 1.26677], [1.79431, -5.92754, 3.40239], [1.88982, -4.21517, 3.66526], [0.63187, -5.86095, 0.23354], [-0.79364, -5.91511, 1.27613], [0.63676, -6.89482, 1.68025], [-0.85034, 4.83544, -2.19340], [-0.08780, 5.45211, -1.46662], [1.20168, 5.08144, -1.26979], [-0.52747, 6.69585, -0.73421], [1.80842, 5.56379, -0.63018], [1.54342, 4.26707, -1.75732], [-1.37490, 6.44089, -0.09932], [-0.86996, 7.42327, -1.46880], [0.25978, 7.13402, -0.12375], [2.55347, 4.93549, 1.77069], [3.38148, 4.05195, 1.88880], [4.38069, 4.11742, 2.80428], [3.35191, 2.81489, 1.02542], [5.06158, 3.38841, 2.90408], [4.43082, 4.92609, 3.40024], [3.42329, 3.12133, -0.01728], [2.38989, 2.32367, 1.16258], [4.15089, 2.10776, 1.24420], [-2.89337, -5.31177, 2.30983], [-3.01543, -4.21193, 2.82553], [-2.28251, -3.14793, 2.43110], [-3.99392, -3.97545, 3.95437], [-2.34475, -2.25569, 2.88367], [-1.57785, -3.28403, 1.71946], [-3.74634, -4.64984, 4.77285], [-4.99287, -4.23311, 3.60522], [-3.99429, -2.94936, 4.31937]]
}